[1]
C5H7N2O | wB97M-V/def2-TZVPD

Each atom is followed by the atoms it is bonded to, with distances in Å.
Geometry (Å):
1 O 2.861 0.481 0.112  N3 1.373, C6 1.314
2 N -1.462 -0.335 0.159  C5 1.393, C7 1.258, H14 1.088
3 N 2.645 -0.796 0.567  O1 1.373, C8 1.349
4 C 0.772 -0.015 -0.431  C5 1.526, C6 1.386, C8 1.401
5 C -0.661 -0.080 -0.952  N2 1.393, C4 1.526, H10 1.098, H12 1.093
6 C 1.771 0.946 -0.455  O1 1.314, C4 1.386, H9 1.131
7 C -2.083 0.422 0.949  N2 1.258, H13 1.147, H15 1.120
8 C 1.362 -1.080 0.264  N3 1.349, C4 1.401, H11 1.124
9 H 1.846 1.984 -0.898  C6 1.131
10 H -0.852 -0.826 -1.733  C5 1.098
11 H 0.826 -1.984 0.663  C8 1.124
12 H -0.946 0.894 -1.357  C5 1.093
13 H -2.543 0.263 1.988  C7 1.147
14 H -1.381 -1.387 0.423  N2 1.088
15 H -2.153 1.512 0.702  C7 1.120

SMILES	C=[NH+]Cc1cnoc1
net charge	+1
maximum force	0.111	hartree/bohr
energy above the lowest of the compared OMol25 structures with the same formula, charge and spin	259.0	kJ/mol
electronic energy	-379.10405	hartree

Atomic partial charges in e from the Löwdin method, atoms 1 to 8: O 0.002; N 0.005; N 0.104; C -0.194; C -0.111; C -0.053; C 0.182; C -0.086

=====

[2]
C19H22N6O6S | wB97M-V/def2-TZVPD

Each atom is followed by the atoms it is bonded to, with distances in Å.
Geometry (Å):
1 S 0.204 -4.466 2.051  C20 1.751, C30 1.817
2 O 1.166 0.341 2.747  C25 1.222
3 O -4.616 -2.058 -1.165  C17 1.424, C23 1.414
4 O 0.804 1.137 -2.042  C14 1.224
5 O 0.908 7.393 0.687  N9 1.213
6 O 0.372 5.830 2.054  N9 1.212
7 O -0.483 -4.563 -1.716  C31 1.210
8 N 1.369 0.945 0.162  C14 1.344, C22 1.407, H45 1.018
9 N 0.837 6.225 1.007  O5 1.213, O6 1.212, C29 1.443
10 N -2.025 -4.464 -0.065  C28 1.443, C31 1.346, H33 1.009
11 N 1.213 -1.492 -1.661  C19 1.340, H49 1.022, H54 1.009
12 N 0.783 -1.871 2.360  C20 1.349, C25 1.400, H42 1.013
13 N 0.779 -2.727 0.201  C19 1.366, C20 1.283
14 C 1.176 1.623 -0.982  O4 1.224, N8 1.344, C16 1.500
15 C 2.488 3.548 -1.765  C16 1.389, C26 1.384, H53 1.079
16 C 1.535 3.076 -0.871  C14 1.500, C15 1.389, C21 1.401
17 C -4.175 -1.082 -2.104  O3 1.424, C24 1.531, H39 1.093, H46 1.097
18 C 2.331 5.724 -0.810  C26 1.378, C29 1.393, H47 1.080
19 C 1.044 -1.498 -0.332  N11 1.340, N13 1.366, C22 1.389
20 C 0.644 -2.874 1.468  S1 1.751, N12 1.349, N13 1.283
21 C 0.926 3.925 0.062  C16 1.401, C29 1.401, C32 1.495
22 C 1.139 -0.399 0.511  N8 1.407, C19 1.389, C25 1.436
23 C -3.527 -2.510 -0.384  O3 1.414, C27 1.530, C28 1.544, H34 1.098
24 C -2.652 -0.996 -1.988  C17 1.531, C27 1.527, H50 1.087, H52 1.090
25 C 1.044 -0.563 1.934  O2 1.222, N12 1.400, C22 1.436
26 C 2.892 4.871 -1.736  C15 1.384, C18 1.378, H38 1.078
27 C -2.416 -1.473 -0.557  C23 1.530, C24 1.527, H41 1.091, H43 1.085
28 C -3.090 -3.910 -0.864  N10 1.443, C23 1.544, H40 1.091, H44 1.094
29 C 1.363 5.256 0.076  N9 1.443, C18 1.393, C21 1.401
30 C 0.168 -5.333 0.455  S1 1.817, C31 1.529, H35 1.091, H48 1.089
31 C -0.800 -4.724 -0.559  O7 1.210, N10 1.346, C30 1.529
32 C -0.178 3.429 0.938  C21 1.495, H36 1.091, H37 1.087, H51 1.088
33 H -2.204 -4.609 0.918  N10 1.009
34 H -3.872 -2.585 0.656  C23 1.098
35 H -0.127 -6.358 0.686  C30 1.091
36 H 0.200 3.173 1.929  C32 1.091
37 H -0.646 2.549 0.503  C32 1.087
38 H 3.637 5.231 -2.428  C26 1.078
39 H -4.508 -1.380 -3.102  C17 1.093
40 H -2.723 -3.853 -1.890  C28 1.091
41 H -2.550 -0.653 0.150  C27 1.091
42 H 0.689 -2.026 3.356  N12 1.013
43 H -1.434 -1.912 -0.415  C27 1.085
44 H -3.962 -4.571 -0.838  C28 1.094
45 H 1.592 1.475 1.003  N8 1.018
46 H -4.648 -0.126 -1.847  C17 1.097
47 H 2.622 6.761 -0.752  C18 1.080
48 H 1.172 -5.321 0.035  C30 1.089
49 H 1.103 -0.595 -2.138  N11 1.022
50 H -2.279 0.010 -2.166  C24 1.087
51 H -0.938 4.193 1.084  C32 1.088
52 H -2.172 -1.674 -2.694  C24 1.090
53 H 2.908 2.861 -2.484  C15 1.079
54 H 0.951 -2.345 -2.132  N11 1.009

SMILES	Cc1c(C(=O)Nc2c(N)nc(SCC(=O)NC[C@H]3CCCO3)[nH]c2=O)cccc1[N+](=O)[O-]
maximum force	0.027	hartree/bohr
energy above the lowest of the compared OMol25 structures with the same formula, charge and spin	8.6	kJ/mol
electronic energy	-1915.39357	hartree

Atomic partial charges in e from the Löwdin method, atoms 1 to 8: S 0.992; O 0.048; O -0.100; O 0.055; O 0.082; O 0.087; O 0.051; N 0.164